# C4H12NO

A molecular structure, C4H12NO (ωB97M-V/def2-TZVPD, the OMol25 dataset).

E_tot, eV: -7871.3512
HOMO energy, eV: -14.9
Charge: +1
HOMO-LUMO gap, eV: 11.324

Geometry (Å):
1 C 1.19363 -0.91453 0.88505
2 C 1.69938 1.14718 -0.50273
3 C -0.67998 -0.14939 -0.99683
4 C -1.84909 -0.52927 -0.14120
5 N 0.75478 0.28804 0.17329
6 O -2.06486 0.40366 0.92726
7 H 1.42771 -1.75277 0.17016
8 H 2.03360 -0.65490 1.51151
9 H 0.42370 -1.30120 1.51324
10 H 2.05525 0.68536 -1.40319
11 H 1.15024 2.14578 -0.85735
12 H 2.35613 1.42045 0.32721
13 H -0.60299 0.76682 -1.41839
14 H -0.26705 -0.95137 -1.66113
15 H -2.78993 -0.34032 -0.90015
16 H -2.07574 -1.46914 0.37708
17 H 0.20691 0.87523 0.84816
18 H -2.97167 0.33036 1.14799

List of Mulliken charges in e, atom by atom:
1. C -0.8422
2. C -0.8902
3. C -0.4309
4. C -0.3567
5. N -0.2380
6. O -0.5113
7. H 0.3206
8. H 0.3838
9. H 0.3326
10. H 0.3553
11. H 0.3148
12. H 0.4141
13. H 0.3600
14. H 0.3545
15. H 0.3298
16. H 0.3918
17. H 0.3917
18. H 0.3204

---

# C33H26Cl3CsGeN7O12

A molecular structure, C33H26Cl3CsGeN7O12 (ωB97M-V/def2-TZVPD, the OMol25 dataset).

E_tot, eV: -164276.0904
Spin multiplicity: 2
HOMO energy (alpha / beta), eV: -2.5 / -2.5
Charge: -2
⟨S²⟩: 0.756
HOMO-LUMO gap (alpha / beta), eV: 5.230 / 4.926

Geometry (Å):
1 Cs 0.34718 0.10806 -0.25577
2 O 0.70967 -1.98889 -1.50639
3 C 0.15764 -2.55282 -2.66079
4 C -0.17071 -1.51805 -3.74584
5 N -1.33292 -0.67006 -3.52813
6 C -1.27127 0.70342 -3.81350
7 C -1.19367 1.71935 -2.48261
8 O -2.26711 2.26328 -2.23731
9 O -0.05411 1.81116 -2.03090
10 C -2.51084 -1.22489 -3.01765
11 C -2.58533 -1.40455 -1.34233
12 O -3.24882 -2.39526 -1.05428
13 O -2.01552 -0.51239 -0.72267
14 H 1.47920 -1.42589 -1.78500
15 H 0.85139 -3.26826 -3.12268
16 H -0.74026 -3.09727 -2.35999
17 H 0.70831 -0.88185 -3.86314
18 H -0.32909 -2.06498 -4.68592
19 H -0.38108 0.93944 -4.39171
20 H -2.17542 1.03764 -4.32114
21 H -3.35776 -0.56956 -3.21605
22 H -2.68766 -2.22878 -3.39844
23 C -1.43997 5.46185 13.90866
24 O -1.87567 6.12299 12.74133
25 C -1.62139 5.51182 11.54976
26 C -0.95838 4.29750 11.41492
27 C -0.75760 3.75881 10.15507
28 C -1.20716 4.40826 9.00752
29 C -1.86614 5.63009 9.16058
30 C -2.07037 6.17518 10.41243
31 C -0.97920 3.78118 7.70830
32 N -0.39085 2.61971 7.54050
33 C -0.39254 2.38785 6.19092
34 C -0.99465 3.43815 5.52397
35 N -1.36155 4.32195 6.50906
36 C -1.15572 3.47578 4.10854
37 C -1.76314 4.51667 3.39113
38 C -1.87314 4.41650 2.02566
39 C -1.37571 3.26779 1.39474
40 N -0.79739 2.28758 2.05257
41 C -0.67037 2.36402 3.38084
42 C -0.01865 1.24989 4.06993
43 N 0.42646 0.23015 3.32326
44 C 1.02584 -0.78135 3.91351
45 C 1.21916 -0.85280 5.30220
46 C 0.75955 0.17488 6.08664
47 C 0.12351 1.26122 5.47183
48 H -1.73964 6.09212 14.74227
49 H -0.35274 5.34207 13.92167
50 H -1.90988 4.47956 14.01364
51 H -0.59413 3.76249 12.28124
52 H -0.24527 2.81400 10.03748
53 H -2.23150 6.17080 8.29563
54 H -2.58222 7.12123 10.53411
55 H -1.82048 5.20246 6.36999
56 H -2.14198 5.38725 3.91652
57 H -2.34059 5.20023 1.44479
58 H -1.46241 3.13663 0.31834
59 H 1.37529 -1.58692 3.27384
60 H 1.72394 -1.70806 5.73033
61 H 0.87220 0.17776 7.16358
62 Cl 4.88555 -1.59755 1.84467
63 Ge 3.07504 -2.06652 0.43897
64 Cl 2.11360 -3.70534 1.89713
65 Cl 4.27239 -3.52858 -0.92629
66 O 2.76529 -0.41968 -2.25164
67 C 3.19824 0.41759 -1.42084
68 O 2.72996 0.67205 -0.30192
69 C 4.45950 1.16011 -1.83552
70 C 4.67619 2.46230 -1.42052
71 C 5.82851 3.12319 -1.83235
72 C 6.78144 2.49519 -2.61408
73 C 6.55364 1.18607 -2.99761
74 C 5.39598 0.51127 -2.62726
75 N 7.54697 0.52555 -3.83249
76 O 7.32069 -0.60537 -4.20805
77 O 8.56809 1.13910 -4.10608
78 N 6.05170 4.50517 -1.44144
79 O 7.04978 5.07062 -1.85888
80 O 5.23540 5.03621 -0.71586
81 H 3.95209 2.94805 -0.78167
82 H 7.67478 3.01431 -2.91881
83 H 5.21633 -0.50755 -2.94408

List of Mulliken charges in e, atom by atom:
1. Cs 1.7303
2. O -0.3255
3. C -1.0041
4. C -0.5349
5. N 0.3488
6. C -0.7996
7. C 0.5994
8. O -0.7406
9. O -0.7673
10. C -0.8978
11. C 0.4936
12. O -0.7500
13. O -0.5097
14. H -0.0012
15. H 0.4671
16. H 0.4249
17. H 0.4299
18. H 0.2220
19. H 0.4082
20. H 0.3822
21. H 0.3794
22. H 0.3908
23. C -0.8353
24. O -0.4699
25. C 1.0095
26. C -0.3798
27. C -0.8967
28. C 0.3242
29. C -0.4429
30. C -0.7260
31. C 0.1736
32. N -0.8066
33. C 0.7110
34. C 0.1254
35. N -0.1517
36. C 0.6520
37. C -0.4463
38. C -1.0291
39. C -0.0098
40. N -0.0084
41. C -0.3380
42. C -0.3774
43. N -0.0430
44. C 0.3134
45. C -1.0575
46. C -0.4915
47. C 0.6329
48. H 0.2347
49. H 0.3339
50. H 0.3356
51. H 0.3655
52. H 0.4873
53. H 0.2772
54. H 0.3909
55. H 0.1633
56. H 0.3370
57. H 0.4394
58. H 0.3028
59. H 0.0043
60. H 0.4411
61. H 0.5279
62. Cl -0.5633
63. Ge 0.8528
64. Cl -0.6086
65. Cl -0.5363
66. O -0.6729
67. C 0.2744
68. O -0.7641
69. C -0.0127
70. C -0.4004
71. C -0.2287
72. C -0.1568
73. C -0.3042
74. C -0.3278
75. N 1.0613
76. O -0.6184
77. O -0.6506
78. N 1.0732
79. O -0.6503
80. O -0.6274
81. H 0.6441
82. H 0.6060
83. H 0.5915

---

# C25H38HgP2

A molecular structure, C25H38HgP2 (ωB97M-V/def2-TZVPD, the OMol25 dataset).

E_tot, eV: -49288.0220
HOMO energy, eV: -4.4
HOMO-LUMO gap, eV: 4.759

Geometry (Å):
1 P 1.12263 1.89925 -0.75131
2 P -0.50355 -0.96007 0.72677
3 C -0.49012 1.16156 -1.21422
4 C -1.28465 0.47953 -0.08763
5 H -0.32413 0.46531 -2.05337
6 H -1.06329 2.01046 -1.60106
7 H -1.57790 1.20798 0.68921
8 H -2.19296 0.04942 -0.52007
9 C -0.59350 -2.43719 -0.29883
10 H -0.07958 -3.25946 0.22134
11 H -0.09016 -2.27658 -1.26474
12 H -1.64551 -2.71086 -0.47113
13 C -1.14887 -1.17229 2.38595
14 H -2.16880 -1.58654 2.33435
15 H -1.16307 -0.20504 2.91325
16 H -0.48824 -1.86304 2.93332
17 C 2.07377 2.19633 -2.26231
18 H 3.05418 2.60500 -1.97035
19 H 1.55294 2.91033 -2.91986
20 H 2.23757 1.24779 -2.79709
21 C 0.76322 3.44569 0.12009
22 H 0.16944 3.25405 1.02702
23 H 0.21804 4.13545 -0.54311
24 H 1.71922 3.90084 0.42353
25 Hg 1.73498 -0.08620 0.73402
26 C -4.16841 0.67956 -1.31196
27 C -3.68708 -0.26934 -2.13747
28 C -3.78732 -0.19327 -3.62959
29 C -3.50901 1.20306 -4.25703
30 C -2.46682 2.02118 -3.56413
31 C -2.71690 2.95017 -2.62117
32 C -4.05244 3.17210 -1.98213
33 C -4.91753 1.90109 -1.74146
34 C 3.64476 0.84092 1.07428
35 H -4.12604 0.57144 -0.22149
36 H -3.32948 -1.23300 -1.75733
37 H -4.79003 -0.51848 -3.95878
38 H -3.07780 -0.91441 -4.06442
39 H -3.15794 1.02434 -5.28688
40 H -4.45470 1.75967 -4.33326
41 H -1.45213 1.86945 -3.95305
42 H -1.96151 3.70559 -2.36661
43 H -4.65279 3.88063 -2.57942
44 H -3.88965 3.66884 -1.01088
45 H -5.61395 2.15034 -0.92481
46 H -5.52869 1.69792 -2.63259
47 H 3.83124 0.80219 2.15755
48 H 3.61795 1.86556 0.68960
49 H 4.37172 0.21668 0.53698
50 C 3.98333 -2.47282 5.54933
51 C 3.29365 -1.29543 5.19971
52 C 2.84663 -1.09593 3.90074
53 C 3.07487 -2.07053 2.89024
54 C 2.67530 -1.93082 1.54372
55 C 2.94556 -2.89057 0.59656
56 C 3.62506 -4.07739 0.96986
57 C 4.03357 -4.26502 2.27536
58 C 3.78744 -3.27959 3.26127
59 C 4.22365 -3.44711 4.59203
60 H 4.32679 -2.60931 6.57347
61 H 3.10880 -0.52959 5.95297
62 H 2.32380 -0.17328 3.62979
63 H 2.65871 -2.75989 -0.44867
64 H 3.82041 -4.83388 0.21374
65 H 4.55322 -5.17679 2.56871
66 H 4.76213 -4.35600 4.85344

List of Mulliken charges in e, atom by atom:
1. P 0.7923
2. P 0.4195
3. C 0.3487
4. C 0.1427
5. H 0.4240
6. H -1.1556
7. H 0.4199
8. H -1.1979
9. C -1.1950
10. H 0.3841
11. H 0.3308
12. H 0.4065
13. C -1.2063
14. H 0.4006
15. H 0.3698
16. H 0.3266
17. C -1.2051
18. H 0.3752
19. H 0.3634
20. H 0.3190
21. C -1.2838
22. H 0.3462
23. H 0.3725
24. H 0.3878
25. Hg 0.7817
26. C -0.1235
27. C -0.1048
28. C -0.9199
29. C -0.8491
30. C -0.1709
31. C -0.4512
32. C -0.8295
33. C -0.9796
34. C -1.8407
35. H 0.5029
36. H 0.3614
37. H 0.2936
38. H 0.3870
39. H 0.4431
40. H 0.3359
41. H 0.4177
42. H 0.6182
43. H 0.3063
44. H 0.3659
45. H 0.4300
46. H 0.3642
47. H 0.4787
48. H 0.4476
49. H 0.3259
50. C -0.4733
51. C -0.7802
52. C -0.2589
53. C 1.1640
54. C -0.8002
55. C -0.3920
56. C -0.6240
57. C -0.9145
58. C 1.1768
59. C -0.7635
60. H 0.3667
61. H 0.3709
62. H 0.2658
63. H 0.3321
64. H 0.3874
65. H 0.3149
66. H 0.3515

---

# C39H34AuClN3SSi2

A molecular structure, C39H34AuClN3SSi2 (ωB97M-V/def2-TZVPD, the OMol25 dataset).

E_tot, eV: -88263.8951
Spin multiplicity: 3
HOMO energy (alpha / beta), eV: -10.5 / -10.4
Charge: +1
⟨S²⟩: 2.023
HOMO-LUMO gap (alpha / beta), eV: 7.476 / 4.883

Geometry (Å):
1 C -1.69863 -1.08627 5.57525
2 C -2.26918 -0.39680 4.47151
3 C -2.26277 -1.28104 3.35378
4 H -2.66118 0.61419 4.49599
5 C -1.67597 -2.51147 3.77118
6 C -1.33610 -2.39006 5.14946
7 H -0.89906 -3.17273 5.76709
8 H -1.57850 -0.67899 6.57329
9 H -2.65711 -1.06418 2.36705
10 H -1.55827 -3.40167 3.16349
11 Au 0.63048 0.76506 2.07939
12 Si 1.37341 -0.05221 -3.83505
13 C 1.11440 1.48099 -4.83690
14 C 2.00626 2.05150 -5.76267
15 H 3.01258 1.63309 -5.87918
16 C 1.59447 3.13749 -6.55358
17 H 2.27682 3.55618 -7.29732
18 C 0.31489 3.68712 -6.41081
19 H -0.00189 4.53887 -7.01147
20 C -0.57548 3.11780 -5.49387
21 H -1.59148 3.50287 -5.37797
22 C -0.17940 2.02527 -4.71745
23 H -0.88879 1.57027 -4.01292
24 C 1.43231 -1.45040 -5.02951
25 C 0.52396 -1.38805 -6.10093
26 H 0.06246 -0.43150 -6.36895
27 C 0.18970 -2.55010 -6.80145
28 H -0.57628 -2.50420 -7.57751
29 C 0.84483 -3.75392 -6.51358
30 H 0.56942 -4.66258 -7.04978
31 C 1.88132 -3.76531 -5.56679
32 H 2.44651 -4.68614 -5.40710
33 C 2.19890 -2.61143 -4.83912
34 H 3.02618 -2.59935 -4.12323
35 H 0.11759 -0.29311 -3.10341
36 Si 0.24271 0.61986 -0.12376
37 C -0.36566 -1.11149 -0.46457
38 C -1.50744 -1.31434 -1.25446
39 H -1.85824 -0.50662 -1.89338
40 C -2.20172 -2.52912 -1.18334
41 H -3.14193 -2.63212 -1.72492
42 C -1.71422 -3.57400 -0.38623
43 H -2.26589 -4.51538 -0.32327
44 C -0.50547 -3.40720 0.31554
45 H -0.11318 -4.22830 0.92074
46 C 0.15309 -2.17709 0.28502
47 H 1.02003 -2.02686 0.92434
48 C -1.04127 1.88203 -0.61104
49 C -2.29319 1.84779 0.02365
50 H -2.46753 1.17293 0.86307
51 C -3.31773 2.68771 -0.41988
52 H -4.30157 2.64884 0.05186
53 C -3.08448 3.60156 -1.45678
54 H -3.89237 4.23973 -1.83353
55 C -1.80836 3.68881 -2.02575
56 H -1.60399 4.41040 -2.81565
57 C -0.77472 2.86319 -1.57478
58 H 0.23554 2.96678 -1.98143
59 H 2.52491 -0.02671 -2.90381
60 Cl 2.11924 1.24696 -0.77544
61 N 2.02177 0.19255 5.98922
62 C 1.12686 1.22889 6.28628
63 C 0.67879 1.74893 7.49005
64 C -0.39646 2.64914 7.43039
65 C -1.00853 2.96410 6.20089
66 C -0.54475 2.43677 4.99314
67 C 0.54186 1.56986 5.05935
68 N 1.08708 0.75030 4.08007
69 C 1.96202 -0.09564 4.66536
70 C 2.66509 -1.16523 3.98939
71 C 3.73059 -1.89910 4.50039
72 S 4.25848 -3.07231 3.33789
73 C 3.05069 -2.49068 2.23259
74 N 2.30216 -1.51788 2.70115
75 H 2.63657 -0.29427 6.62835
76 H 1.17754 1.46079 8.41675
77 H -0.77310 3.11093 8.34256
78 H -1.87013 3.63337 6.19538
79 H -1.01403 2.63244 4.02865
80 H 4.17465 -1.71029 5.46842
81 H 2.94991 -2.90928 1.23453

List of Mulliken charges in e, atom by atom:
1. C -0.2634
2. C -0.5867
3. C -0.3440
4. H 0.5414
5. C -0.2413
6. C -0.9709
7. H 0.4438
8. H 0.4871
9. H 0.5061
10. H 0.5171
11. Au 0.4122
12. Si 0.5311
13. C 0.3568
14. C -0.4420
15. H 0.3868
16. C -0.5339
17. H 0.3759
18. C -0.5763
19. H 0.3773
20. C -0.6800
21. H 0.4585
22. C -0.1640
23. H 0.4895
24. C 0.5538
25. C -0.4552
26. H 0.2922
27. C -0.5964
28. H 0.3670
29. C -0.4707
30. H 0.3740
31. C -0.3851
32. H 0.3722
33. C -0.6322
34. H 0.3306
35. H -0.0767
36. Si -0.1476
37. C 1.1314
38. C -0.2994
39. H 0.4113
40. C -0.8103
41. H 0.4364
42. C -0.6755
43. H 0.4071
44. C -0.2966
45. H 0.5194
46. C -0.2935
47. H -0.1987
48. C 0.5996
49. C 0.0514
50. H 0.3855
51. C -0.6315
52. H 0.4232
53. C -0.6278
54. H 0.3797
55. C -0.4055
56. H 0.5252
57. C -0.7445
58. H 0.4077
59. H -0.2547
60. Cl -0.3369
61. N -0.0409
62. C 0.7806
63. C -0.9913
64. C -0.5184
65. C -0.5983
66. C -0.9139
67. C 0.6171
68. N -0.3413
69. C 0.8191
70. C -0.5515
71. C -0.4203
72. S -0.1164
73. C -0.2932
74. N 0.0300
75. H 0.2352
76. H 0.4299
77. H 0.4097
78. H 0.4144
79. H 0.5190
80. H 0.3672
81. H 0.4536